(1)
ORCA calculation (ωB97M-V/def2-TZVPD) on one molecule with the formula C4H7N3.

Atoms and positions in Å:
C: -2.110 -0.776 0.280
N: -1.069 -0.512 -0.705
C: 0.079 0.151 -0.200
N: 1.002 0.668 -1.202
N: 2.093 0.683 -0.546
C: 2.046 0.142 0.739
C: 0.772 -0.286 1.042
H: -1.650 -1.251 1.149
H: -2.644 0.125 0.631
H: -2.845 -1.462 -0.153
H: -1.426 -0.037 -1.526
H: 2.864 1.218 -0.939
H: 2.973 0.108 1.302
H: -0.085 1.231 0.128

Cartesian forces (eV/Å) of the 3 atoms listed first:
C -0.1141 -0.0769 0.1306
N 0.0817 0.1005 -0.1814
C -0.0977 0.0203 -0.0541

- charge = 0
- DFT total energy (hartree) = -320.72157
- multiplicity = 1

In elementary charge units, the Löwdin charges are: number 1, C, carries -0.1311; number 2, N, carries -0.0705; number 3, C, carries -0.4945; number 4, N, carries 0.1115; number 5, N, carries -0.0250; number 6, C, carries -0.1618; number 7, C, carries 0.0094; number 8, H, carries 0.0626; number 9, H, carries 0.0783; number 10, H, carries 0.0753; number 11, H, carries 0.1100; number 12, H, carries 0.1625; number 13, H, carries 0.0849; number 14, H, carries 0.1885

(2)
ORCA calculation (ωB97M-V/def2-TZVPD) on an isolated ion of composition C7H11N2S and charge +1 at a distorted geometry.

Atoms and positions in Å:
C: 3.304 -0.214 -0.418
C: 2.194 -0.191 -1.171
C: 1.490 -0.117 0.929
C: -2.532 0.582 0.030
C: -1.068 0.946 0.119
C: -2.705 -0.867 0.293
C: -0.315 -0.099 -0.750
N: 2.848 -0.249 0.913
N: 1.102 -0.170 -0.316
S: -1.250 -1.705 -0.438
H: 4.357 -0.242 -0.778
H: 2.207 -0.195 -2.278
H: 1.013 -0.191 1.971
H: -3.078 1.178 0.820
H: -2.913 1.033 -0.853
H: -0.911 1.927 -0.345
H: -0.536 0.939 1.131
H: -2.711 -0.992 1.388
H: -3.553 -1.393 -0.175
H: -0.359 0.161 -1.808
H: 3.415 -0.140 1.736

Cartesian forces (eV/Å) of the 3 atoms listed first:
C 0.6915 -0.3324 0.8820
C 0.2724 -0.1172 -0.9214
C 2.4092 -1.4759 2.7552

- charge = +1
- DFT total energy (hartree) = -780.77993
- multiplicity = 1
- SMILES = c1c[n+]([C@@H]2CCCS2)c[nH]1

In elementary charge units, the Löwdin charges are: number 1, C, carries -0.0138; number 2, C, carries -0.0112; number 3, C, carries -0.0515; number 4, C, carries -0.2736; number 5, C, carries -0.1908; number 6, C, carries -0.4508; number 7, C, carries -0.4581; number 8, N, carries 0.1147; number 9, N, carries -0.0612; number 10, S, carries 0.9050; number 11, H, carries 0.1553; number 12, H, carries 0.1608; number 13, H, carries 0.2062; number 14, H, carries 0.1443; number 15, H, carries 0.1106; number 16, H, carries 0.1273; number 17, H, carries 0.1182; number 18, H, carries 0.0898; number 19, H, carries 0.0873; number 20, H, carries 0.1233; number 21, H, carries 0.1683

(3)
ORCA calculation (ωB97M-V/def2-TZVPD) on a 2-piece molecular cluster, C4H12 overall.

Atoms and positions in Å:
C: 1.907 -0.622 0.789
C: 2.049 0.895 0.767
H: 1.981 -1.054 -0.204
H: 2.660 -1.127 1.393
H: 0.948 -0.898 1.232
H: 1.259 1.339 0.171
H: 3.023 1.187 0.379
H: 1.972 1.338 1.763
C: -2.237 -0.419 -0.133
C: -1.726 0.136 -1.465
H: -1.453 -1.008 0.365
H: -2.409 0.379 0.585
H: -3.127 -1.018 -0.282
H: -1.943 -0.575 -2.263
H: -2.234 1.071 -1.695
H: -0.669 0.376 -1.402

Cartesian forces (eV/Å) of the 3 atoms listed first:
C -0.1561 -0.0726 0.3957
C 0.2284 -0.1496 0.2744
H -0.1434 0.0121 -0.1884

- charge = 0
- DFT total energy (hartree) = -159.58143
- multiplicity = 1
- SMILES = CC.CC

In elementary charge units, the Löwdin charges are: number 1, C, carries -0.1737; number 2, C, carries -0.1672; number 3, H, carries 0.0603; number 4, H, carries 0.0592; number 5, H, carries 0.0498; number 6, H, carries 0.0478; number 7, H, carries 0.0605; number 8, H, carries 0.0628; number 9, C, carries -0.1687; number 10, C, carries -0.1638; number 11, H, carries 0.0498; number 12, H, carries 0.0587; number 13, H, carries 0.0581; number 14, H, carries 0.0625; number 15, H, carries 0.0585; number 16, H, carries 0.0454

(4)
ORCA calculation (ωB97M-V/def2-TZVPD) on C21H31BCeClN3O2 as an isolated structure at a distorted geometry.

Atoms and positions in Å:
Ce: 0.280 -0.004 0.217
Cl: 2.147 -0.057 -1.423
N: 0.236 2.351 0.099
N: 0.162 -2.356 0.119
C: -0.203 2.997 -0.961
C: -0.267 -3.004 -0.945
C: 1.189 3.207 0.843
C: 1.518 4.306 -0.214
C: 2.400 2.335 1.219
C: 0.508 3.641 2.193
H: 2.823 1.915 0.278
H: 2.028 1.520 1.906
H: 3.142 2.966 1.727
H: -0.400 4.261 2.025
H: 1.212 4.230 2.826
H: 0.270 2.699 2.749
C: 1.075 -3.230 0.895
C: 1.395 -4.355 -0.136
C: 0.354 -3.619 2.238
C: 2.305 -2.391 1.283
H: 2.748 -1.982 0.345
H: 3.026 -3.040 1.799
H: 1.948 -1.565 1.963
H: -0.572 -4.208 2.062
H: 0.140 -2.660 2.772
H: 1.024 -4.218 2.897
O: 0.342 -4.152 -1.157
H: 1.383 -5.366 0.319
H: 2.411 -4.151 -0.568
O: 0.431 4.126 -1.203
H: 2.514 4.057 -0.669
H: 1.552 5.322 0.227
C: -1.438 2.643 -1.741
C: -1.473 -2.629 -1.762
C: -1.515 -1.237 -2.442
H: -2.324 -2.608 -1.044
H: -1.724 -3.440 -2.484
C: -1.566 0.011 -1.660
C: -1.504 1.263 -2.433
H: -1.625 0.019 -0.447
C: -1.625 1.261 -3.841
C: -1.714 0.024 -4.489
C: -1.819 2.552 -4.692
C: -1.634 -1.220 -3.852
H: -1.771 0.028 -5.590
C: -1.836 -2.501 -4.718
H: -1.938 -2.245 -5.803
H: -2.780 -2.990 -4.381
H: -0.964 -3.182 -4.602
H: -2.761 3.043 -4.352
H: -1.917 2.314 -5.781
H: -0.945 3.227 -4.560
H: -1.713 3.464 -2.442
H: -2.260 2.612 -0.991
B: 0.140 0.063 5.092
C: 0.141 0.047 3.565
N: 0.129 0.021 2.388
H: -0.837 0.580 5.579
H: 1.060 0.668 5.564
H: 0.193 -1.019 5.625

Cartesian forces (eV/Å) of the 3 atoms listed first:
Ce -0.0533 0.0418 -2.3288
Cl 2.2119 -0.0366 -1.7874
N -1.1469 2.1173 -0.9787

- charge = -1
- DFT total energy (hartree) = -2093.67137
- multiplicity = 2
- expectation value of S² = 1.040

In elementary charge units, the Löwdin charges are: number 1, Ce, carries 0.3933; number 2, Cl, carries 0.1069; number 3, N, carries -0.0351; number 4, N, carries -0.0309; number 5, C, carries -0.3259; number 6, C, carries -0.3186; number 7, C, carries -0.5124; number 8, C, carries -0.0273; number 9, C, carries -0.0600; number 10, C, carries -0.0144; number 11, H, carries 0.0482; number 12, H, carries 0.0748; number 13, H, carries 0.0939; number 14, H, carries 0.0893; number 15, H, carries 0.0858; number 16, H, carries 0.0748; number 17, C, carries -0.5115; number 18, C, carries -0.0257; number 19, C, carries -0.0140; number 20, C, carries -0.0598; number 21, H, carries 0.0483; number 22, H, carries 0.0945; number 23, H, carries 0.0742; number 24, H, carries 0.0892; number 25, H, carries 0.0746; number 26, H, carries 0.0866; number 27, O, carries 0.0315; number 28, H, carries 0.1312; number 29, H, carries 0.1372; number 30, O, carries 0.0284; number 31, H, carries 0.1367; number 32, H, carries 0.1303; number 33, C, carries -0.0663; number 34, C, carries -0.0612; number 35, C, carries -0.1991; number 36, H, carries 0.1216; number 37, H, carries 0.1098; number 38, C, carries -0.1714; number 39, C, carries -0.1998; number 40, H, carries -0.0023; number 41, C, carries -0.2432; number 42, C, carries -0.0893; number 43, C, carries -0.0674; number 44, C, carries -0.2430; number 45, H, carries 0.0848; number 46, C, carries -0.0680; number 47, H, carries 0.0700; number 48, H, carries 0.0778; number 49, H, carries 0.0743; number 50, H, carries 0.0779; number 51, H, carries 0.0698; number 52, H, carries 0.0741; number 53, H, carries 0.1105; number 54, H, carries 0.1180; number 55, B, carries -0.4366; number 56, C, carries -0.1489; number 57, N, carries -0.0836; number 58, H, carries 0.0031; number 59, H, carries -0.0053; number 60, H, carries -0.0006

Please write out number 2 again, unchanged.
ORCA calculation (ωB97M-V/def2-TZVPD) on an isolated ion of composition C7H11N2S and charge +1 at a distorted geometry.

Atoms and positions in Å:
C: 3.304 -0.214 -0.418
C: 2.194 -0.191 -1.171
C: 1.490 -0.117 0.929
C: -2.532 0.582 0.030
C: -1.068 0.946 0.119
C: -2.705 -0.867 0.293
C: -0.315 -0.099 -0.750
N: 2.848 -0.249 0.913
N: 1.102 -0.170 -0.316
S: -1.250 -1.705 -0.438
H: 4.357 -0.242 -0.778
H: 2.207 -0.195 -2.278
H: 1.013 -0.191 1.971
H: -3.078 1.178 0.820
H: -2.913 1.033 -0.853
H: -0.911 1.927 -0.345
H: -0.536 0.939 1.131
H: -2.711 -0.992 1.388
H: -3.553 -1.393 -0.175
H: -0.359 0.161 -1.808
H: 3.415 -0.140 1.736

Cartesian forces (eV/Å) of the 3 atoms listed first:
C 0.6915 -0.3324 0.8820
C 0.2724 -0.1172 -0.9214
C 2.4092 -1.4759 2.7552

- charge = +1
- DFT total energy (hartree) = -780.77993
- multiplicity = 1
- SMILES = c1c[n+]([C@@H]2CCCS2)c[nH]1

In elementary charge units, the Löwdin charges are: number 1, C, carries -0.0138; number 2, C, carries -0.0112; number 3, C, carries -0.0515; number 4, C, carries -0.2736; number 5, C, carries -0.1908; number 6, C, carries -0.4508; number 7, C, carries -0.4581; number 8, N, carries 0.1147; number 9, N, carries -0.0612; number 10, S, carries 0.9050; number 11, H, carries 0.1553; number 12, H, carries 0.1608; number 13, H, carries 0.2062; number 14, H, carries 0.1443; number 15, H, carries 0.1106; number 16, H, carries 0.1273; number 17, H, carries 0.1182; number 18, H, carries 0.0898; number 19, H, carries 0.0873; number 20, H, carries 0.1233; number 21, H, carries 0.1683